Molecular formula: C63H83F2N3O
Method: DFT, ωB97M-V/def2-TZVPD

Geometry as XYZ:
```
152
Properties=species:S:1:pos:R:3:forces:R:3:lowdin_charge:R:1
C -0.771513 2.145790 4.581571 -0.012 -0.025 -0.062 -0.063
C -1.238979 0.712554 4.874824 0.029 -0.159 0.029 -0.389
C -0.410079 0.079153 6.001220 -0.183 0.073 -0.076 -0.076
C -1.237503 -0.120394 3.603991 0.044 0.164 0.136 -0.182
C -0.095601 -0.808934 3.182457 -0.164 0.207 -0.018 0.029
C -0.072050 -1.482747 1.965038 -0.626 0.288 -0.368 -0.088
C 1.217109 -2.060093 1.399838 -0.114 -0.862 0.095 -0.359
C 2.367042 -2.081545 2.402501 -0.101 0.046 0.098 -0.066
C 1.648575 -1.392333 0.105213 -0.121 0.459 -0.223 -0.034
C -1.280623 -1.557781 1.209348 -0.027 0.728 0.913 -0.064
C -1.326704 -2.321652 -0.030681 0.308 -2.044 1.448 -0.141
N -1.200922 -3.704861 -0.098663 -0.323 1.089 -2.473 0.047
C -0.767761 -4.653124 0.934164 0.063 -0.731 0.238 -0.062
C 0.442720 -5.362528 0.765627 -0.035 0.146 -0.323 -0.134
C 1.306826 -5.254179 -0.489738 -0.279 0.445 0.155 -0.386
C 1.109387 -6.482200 -1.375121 -0.194 -0.092 -0.031 -0.053
C 2.788090 -5.047850 -0.170014 0.130 0.052 0.084 -0.054
C 0.875238 -6.224708 1.778108 -0.139 0.064 0.140 -0.028
C 0.162340 -6.369444 2.958513 -0.239 0.279 -0.182 -0.048
C -1.054728 -5.706181 3.102182 0.169 0.029 -0.377 -0.021
C -1.558631 -4.888509 2.085382 -0.264 0.066 -0.367 -0.098
C -2.985328 -4.351461 2.167889 0.443 0.601 0.279 -0.368
C -3.629167 -4.559674 3.539178 0.066 0.021 -0.002 -0.074
C -3.853935 -4.947865 1.068334 0.071 -0.247 -0.214 -0.046
N -1.385097 -4.120233 -1.379223 0.344 0.166 1.613 0.148
N -1.657317 -2.993309 -2.099014 0.576 0.163 1.254 0.007
C -1.819412 -3.130423 -3.529196 0.369 -0.615 -0.098 -0.076
C -0.694770 -2.954924 -4.356161 0.394 0.231 0.256 -0.114
C 0.702651 -2.725146 -3.772268 -0.302 -0.195 0.130 -0.366
C 0.982979 -1.233457 -3.672528 -0.004 0.340 0.036 -0.061
C 1.815249 -3.423907 -4.567612 -0.109 -0.110 0.003 -0.071
C -0.853199 -3.015032 -5.737399 -0.318 -0.192 -0.200 -0.030
C -2.080390 -3.371146 -6.293433 0.017 0.212 0.550 -0.054
C -3.141372 -3.698247 -5.447789 0.265 -0.015 -0.473 -0.034
C -3.017345 -3.624262 -4.065678 -0.377 -0.104 0.467 -0.122
C -4.188654 -4.143650 -3.220356 -0.146 0.253 -0.419 -0.357
C -4.667904 -3.106771 -2.213010 0.047 0.150 0.234 -0.060
C -3.913154 -5.501945 -2.566897 0.310 -0.190 -0.080 -0.064
C -1.559945 -1.819602 -1.301771 -0.459 1.335 -1.999 -0.263
C -1.652420 -0.464016 -1.666493 0.001 -1.991 0.009 -0.010
C -2.452036 -0.857304 1.635894 0.460 -0.073 -0.145 -0.117
C -3.775872 -0.852877 0.863690 0.269 -0.268 -0.309 -0.365
C -4.132045 0.544817 0.344560 0.111 0.173 0.056 -0.061
C -4.941379 -1.391978 1.694869 0.030 -0.099 0.175 -0.049
C -2.385156 -0.124741 2.818014 0.133 -0.132 -0.050 0.017
H -1.389064 2.601612 3.797266 0.139 -0.057 0.148 0.078
H -0.847182 2.760311 5.485437 0.049 -0.036 -0.134 0.078
H 0.273453 2.152806 4.238950 -0.225 -0.016 0.078 0.084
H -2.287736 0.763401 5.203946 0.211 0.008 0.019 0.132
H -0.687771 -0.973672 6.139648 0.110 0.211 0.014 0.084
H 0.664048 0.134650 5.779956 -0.217 -0.018 0.117 0.075
H -0.600289 0.616183 6.937487 0.140 -0.111 -0.116 0.078
H 0.798722 -0.782851 3.807377 -0.292 0.034 -0.257 0.102
H 0.986262 -3.102191 1.142365 0.221 0.238 0.190 0.098
H 2.064278 -2.585817 3.327687 0.143 0.108 -0.086 0.087
H 3.233816 -2.614505 1.994616 -0.167 0.142 0.027 0.071
H 2.677525 -1.054468 2.633978 0.054 -0.199 0.059 0.087
H 0.863722 -1.440952 -0.655553 0.141 0.069 0.058 0.064
H 1.870619 -0.335190 0.276576 -0.011 -0.284 0.031 0.063
H 2.546735 -1.863028 -0.313360 -0.090 0.040 0.151 0.090
H 0.942378 -4.375966 -1.039026 0.248 -0.207 0.040 0.098
H 0.054090 -6.584544 -1.651455 0.182 -0.023 0.005 0.077
H 1.703422 -6.388894 -2.290650 -0.061 -0.054 0.111 0.079
H 1.419383 -7.391607 -0.841620 -0.037 0.161 -0.152 0.084
H 2.944062 -4.184290 0.490955 -0.035 -0.248 -0.166 0.058
H 3.215747 -5.935679 0.318911 -0.033 0.264 -0.183 0.078
H 3.342498 -4.869357 -1.101308 -0.084 -0.074 0.213 0.085
H 1.799625 -6.782277 1.637588 -0.196 0.162 0.028 0.113
H 0.529815 -7.001772 3.761359 -0.020 0.035 -0.148 0.108
H -1.640971 -5.847266 4.003805 0.126 -0.019 -0.173 0.100
H -2.895882 -3.267680 1.996460 -0.150 -0.319 0.076 0.102
H -3.003950 -4.156806 4.345946 -0.157 -0.068 -0.138 0.087
H -4.598573 -4.053184 3.582233 0.110 -0.090 -0.035 0.076
H -3.800464 -5.628693 3.721992 -0.012 0.201 0.041 0.086
H -3.395709 -4.799858 0.086205 -0.228 -0.060 0.164 0.043
H -3.962070 -6.030023 1.225601 -0.048 0.178 -0.050 0.098
H -4.849861 -4.491773 1.062821 0.117 -0.067 0.008 0.084
H 0.688957 -3.166664 -2.761624 0.069 0.213 -0.254 0.109
H 0.169841 -0.727792 -3.137214 0.346 -0.050 -0.088 0.041
H 1.925536 -1.045382 -3.142381 -0.129 0.020 -0.141 0.081
H 1.045433 -0.805631 -4.684045 0.068 -0.049 0.208 0.090
H 1.584586 -4.482557 -4.746723 0.044 0.214 0.014 0.084
H 1.971250 -2.931161 -5.537773 0.028 -0.162 0.237 0.073
H 2.760450 -3.371101 -4.009630 -0.223 0.046 -0.132 0.080
H 0.003343 -2.810296 -6.379718 -0.257 -0.111 0.135 0.112
H -2.206322 -3.403086 -7.367678 0.002 -0.045 0.001 0.103
H -4.088362 -4.032750 -5.872486 0.234 0.042 0.103 0.114
H -5.001919 -4.305419 -3.942076 0.089 0.105 0.133 0.124
H -4.776780 -2.129394 -2.696615 -0.016 -0.085 0.164 0.092
H -5.632395 -3.394391 -1.776586 0.174 0.014 -0.072 0.087
H -3.936301 -3.009167 -1.403152 -0.332 0.045 -0.095 0.046
H -3.837617 -6.290564 -3.324909 0.014 0.128 0.080 0.082
H -2.968351 -5.481651 -2.009719 -0.389 -0.103 -0.124 0.046
H -4.725600 -5.774527 -1.883115 0.083 0.092 -0.108 0.078
H -1.931926 -0.199277 -2.681874 0.114 0.175 0.290 0.054
H -1.435806 0.258014 -0.885390 -0.219 -0.115 -0.304 0.022
H -3.653470 -1.506515 -0.006388 -0.032 0.151 0.159 0.097
H -3.334212 0.940679 -0.291615 -0.223 -0.077 0.141 0.041
H -5.052952 0.509644 -0.254300 0.186 0.005 0.186 0.087
H -4.284527 1.231161 1.189155 -0.063 -0.068 -0.179 0.078
H -4.722245 -2.389735 2.093345 -0.138 0.291 -0.050 0.046
H -5.141488 -0.718981 2.538390 -0.097 -0.181 -0.113 0.081
H -5.845602 -1.462408 1.075248 0.172 0.069 0.160 0.088
H -3.260538 0.449294 3.144498 0.318 -0.230 -0.059 0.124
C -5.627448 7.662432 -0.552029 0.163 0.156 0.072 -0.045
C -5.160379 6.440532 -1.359281 0.045 0.015 0.093 -0.547
C -5.887288 5.210490 -0.825972 -0.011 -0.106 0.008 -0.077
C -5.561589 6.646895 -2.828306 0.238 0.020 -0.192 -0.043
C -3.633556 6.246031 -1.281324 -0.328 -1.035 0.455 -0.061
C -3.048317 5.075801 -0.874924 -1.413 0.445 -0.559 0.031
C -1.634856 4.867657 -0.885737 1.121 -2.476 0.527 -0.175
C -1.075269 3.582164 -0.597787 -1.942 2.844 -0.378 0.068
C 0.278242 3.406437 -0.191767 2.445 -0.292 0.615 -0.186
C 0.995069 4.456765 0.475489 -0.397 -0.582 -0.521 0.035
C 2.362514 4.336356 0.652250 0.334 0.156 0.259 -0.230
F 3.040397 5.369733 1.264628 -0.602 -1.025 -0.604 0.039
C 3.085954 3.222275 0.220435 -0.362 -0.026 -0.036 0.076
C 2.352507 2.172792 -0.344194 0.583 -0.187 -0.279 -0.234
F 3.062629 1.100835 -0.853933 -0.611 1.126 0.615 0.024
C 0.976530 2.192115 -0.484050 -0.526 0.881 -0.185 0.059
C -0.826500 5.988588 -1.272865 0.602 1.620 -0.253 0.020
C -1.329713 7.198735 -1.679433 0.982 -0.660 0.346 -0.050
C -0.444865 8.376365 -2.162640 -0.093 -0.213 0.025 -0.541
C -0.728690 8.638519 -3.647844 -0.190 -0.120 -0.111 -0.047
C 1.045211 8.072099 -2.011257 0.040 -0.123 0.013 -0.070
C -0.736905 9.676319 -1.396384 -0.222 -0.012 0.146 -0.047
C -2.785968 7.360828 -1.717145 -0.756 1.963 -0.914 -0.261
O -3.295389 8.428828 -2.147546 0.817 -1.832 0.757 0.012
H -5.167322 8.575341 -0.942944 -0.195 -0.204 0.167 0.075
H -6.720792 7.753325 -0.624333 0.252 -0.049 0.053 0.087
H -5.350919 7.549503 0.502905 -0.103 0.054 -0.090 0.089
H -5.608566 4.322569 -1.403224 -0.132 0.003 0.120 0.083
H -5.638719 5.047649 0.228421 -0.095 -0.091 -0.090 0.088
H -6.973520 5.343179 -0.907662 0.238 0.021 0.009 0.089
H -5.218767 5.793888 -3.427108 -0.161 0.120 -0.005 0.092
H -6.652883 6.733837 -2.913660 0.220 -0.051 0.024 0.088
H -5.092722 7.557465 -3.215854 -0.225 -0.241 0.010 0.078
H -3.667216 4.254163 -0.502065 0.212 0.251 -0.266 0.110
H -1.714773 2.706100 -0.698279 -0.024 0.158 0.290 0.109
H 0.470962 5.358091 0.798077 0.276 -0.370 0.012 0.133
H 4.168672 3.168592 0.309909 -0.279 0.017 0.012 0.134
H 0.423412 1.352009 -0.907368 0.349 0.163 -0.070 0.105
H 0.253569 5.850085 -1.253030 -0.368 0.069 -0.270 0.094
H -1.776391 8.922762 -3.777347 0.248 -0.010 -0.104 0.078
H -0.084787 9.450584 -4.008180 -0.103 -0.164 0.022 0.088
H -0.531496 7.734381 -4.234154 0.021 0.145 -0.036 0.091
H 1.316632 7.890613 -0.964014 0.008 -0.017 -0.145 0.088
H 1.333758 7.204702 -2.615913 0.056 0.090 0.115 0.087
H 1.623073 8.935814 -2.364332 -0.110 -0.192 0.075 0.088
H -0.541048 9.554162 -0.325400 0.001 0.054 -0.092 0.089
H -0.085933 10.472349 -1.784232 -0.117 -0.182 0.126 0.087
H -1.779431 9.973341 -1.537025 0.256 0.010 0.094 0.075
```
Forces are in eV/Å.

Its HOMO-LUMO gap is 4.86 eV. As for the total energy: -78629.6066 eV. Its charge is 0.